{
  "formula": "C6H10S2",
  "method": "ωB97M-V/def2-TZVPD",
  "smiles": "CC(=S)/C(C)=C\\CS",
  "relative_energy_kj_mol": 109.1,
  "lumo_ev": -0.07,
  "homo_ev": -8.7,
  "elements": ["C", "C", "S", "C", "C", "C", "C", "S", "H", "H", "H", "H", "H", "H", "H", "H", "H", "H"],
  "xyz": [[-1.5396, 0.9998, 0.8916], [-0.3694, 1.2521, -0.0621], [0.7268, 2.3411, 0.2054], [-0.3392, 0.2246, -1.1549], [-1.2071, 0.5013, -2.2951], [0.3416, -0.8820, -0.9591], [1.1389, -1.2239, 0.2557], [0.4436, -2.5883, 1.2768], [-2.1281, 1.8756, 0.9797], [-1.2107, 0.7812, 1.9080], [-2.2063, 0.2010, 0.6400], [-0.7779, 1.2963, -2.9904], [-2.2066, 0.8866, -2.0732], [-1.2943, -0.4229, -2.8134], [0.3690, -1.6409, -1.6974], [2.1201, -1.6848, -0.0335], [1.2594, -0.4309, 1.0013], [-0.8023, -2.1365, 1.3074]],
  "lowdin_charge": [-0.10, -0.82, 0.80, -0.38, -0.05, -0.15, -0.54, 0.69, 0.06, 0.09, 0.07, 0.12, 0.09, 0.07, 0.11, 0.08, 0.04, -0.17]
}

{
  "formula": "C21H42F6N2O18S6Zr",
  "method": "ωB97M-V/def2-TZVPD",
  "relative_energy_kj_mol": 496.4,
  "lumo_ev": 0.01,
  "homo_ev": -8.8,
  "elements": ["Zr", "S", "O", "O", "O", "O", "O", "C", "O", "O", "H", "C", "F", "F", "F", "S", "O", "O", "N", "S", "O", "O", "C", "F", "F", "F", "C", "C", "C", "C", "C", "C", "N", "O", "C", "C", "C", "H", "H", "H", "H", "H", "H", "H", "H", "H", "H", "H", "H", "H", "H", "H", "H", "H", "H", "H", "C", "S", "O", "C", "H", "H", "H", "H", "H", "H", "C", "S", "O", "C", "H", "H", "H", "H", "H", "H", "C", "S", "O", "C", "H", "H", "H", "H", "H", "H", "C", "C", "O", "C", "O", "O", "H", "H", "H", "H"],
  "xyz": [[-5.1431, 1.6873, 23.4532], [-3.5099, -0.1812, 24.9410], [-3.3919, -1.5997, 24.6095], [-3.3225, 0.7437, 23.8139], [-4.8773, 0.3091, 25.0182], [-2.6634, 0.2797, 26.0388], [-9.3121, 1.4882, 23.4833], [-7.9575, 1.5513, 23.4745], [-7.1939, 1.5851, 22.5428], [-7.1956, 1.7600, 24.4118], [-9.3721, 1.2733, 22.5496], [-3.1201, -0.3336, 20.3641], [-3.1083, -0.7605, 21.5825], [-1.9579, -0.6423, 19.7754], [-4.2070, -0.7249, 19.7728], [-3.0833, 1.6758, 20.5801], [-2.0155, 1.9758, 21.5283], [-2.8448, 2.0823, 19.1760], [-4.6395, 2.2053, 21.4268], [-5.3809, 3.1170, 20.2287], [-6.5205, 3.6980, 20.8962], [-4.5494, 4.1296, 19.5818], [-6.1512, 1.7165, 19.0270], [-6.4879, 0.7417, 19.7946], [-7.2084, 2.2997, 18.4358], [-5.3099, 1.2474, 18.1855], [-11.0996, 1.9531, 18.7802], [-10.9677, 1.9881, 20.3856], [-12.2783, 2.5418, 21.1531], [-13.3258, 1.5587, 21.2232], [-12.7609, 0.2766, 21.8871], [-11.4407, -0.3426, 21.3527], [-10.4902, 0.7438, 21.0492], [-9.3080, 0.3002, 20.6285], [-11.0416, -1.2468, 22.4948], [-11.8037, -1.2581, 20.1764], [-9.8883, 3.0912, 20.7422], [-11.5908, 2.8461, 18.3938], [-11.6311, 1.0748, 18.4139], [-10.1256, 1.7989, 18.3159], [-12.1136, 2.9001, 22.1693], [-12.6356, 3.4076, 20.5957], [-13.7711, 1.3113, 20.2595], [-14.1353, 2.0500, 21.7631], [-13.6270, -0.3241, 21.6094], [-12.7260, 0.3704, 22.9725], [-10.6436, -0.7168, 23.3601], [-11.9131, -1.6601, 23.0025], [-10.4183, -2.1024, 22.2351], [-12.7163, -0.9318, 19.6776], [-10.9872, -1.5018, 19.4967], [-11.9644, -2.2302, 20.6425], [-10.2269, 4.0800, 20.4328], [-8.9824, 2.9186, 20.1612], [-9.4845, 3.1810, 21.7507], [-9.4437, 0.4073, 19.6842], [-8.0173, 5.5714, 23.7399], [-6.1891, 5.2394, 23.8973], [-5.7955, 3.8451, 23.3092], [-5.3987, 6.3670, 22.6786], [-8.5186, 4.8337, 24.3664], [-8.3302, 5.3581, 22.7178], [-8.2787, 6.6071, 23.9571], [-5.9561, 6.7124, 21.8079], [-4.6063, 5.7052, 22.3290], [-5.1052, 7.3280, 23.1010], [-7.1668, -2.1770, 21.3794], [-5.7347, -1.9708, 22.4685], [-5.5433, -0.4501, 22.6745], [-6.4838, -2.6829, 23.9740], [-6.9637, -1.5241, 20.5306], [-8.0315, -1.6872, 21.8272], [-7.4793, -3.2052, 21.1966], [-6.8397, -3.7039, 23.8365], [-7.3169, -2.0886, 24.3494], [-5.6440, -2.8121, 24.6567], [-3.9453, 2.8882, 27.9325], [-5.1678, 3.5304, 26.6903], [-5.0058, 2.7135, 25.4038], [-6.5858, 2.7140, 27.5185], [-2.9479, 3.3227, 27.8643], [-3.8176, 1.8066, 27.8895], [-4.1667, 3.0615, 28.9856], [-7.5206, 2.8393, 26.9721], [-6.8036, 3.2320, 28.4526], [-6.4957, 1.6301, 27.5895], [-11.4414, 2.0325, 25.7379], [-11.9912, 1.1709, 26.8237], [-11.4136, 1.6976, 27.9920], [-10.6328, 2.7007, 27.7277], [-10.1077, 3.4790, 28.5585], [-10.5309, 2.8395, 26.3937], [-12.0605, 2.7951, 25.2654], [-11.0888, 1.3154, 24.9966], [-11.8295, 0.1070, 26.6500], [-13.0684, 1.3249, 26.8881]],
  "lowdin_charge": [1.93, 0.30, -0.31, -0.47, -0.49, -0.30, 0.13, -0.75, -0.10, -0.08, 0.06, -0.66, 0.14, 0.16, 0.17, 0.77, -0.30, -0.32, -0.41, 0.65, -0.33, -0.29, -0.69, 0.16, 0.14, 0.20, 0.01, -0.36, -0.16, -0.22, -0.12, -0.48, -0.18, 0.01, -0.05, -0.02, -0.03, 0.09, 0.07, 0.07, 0.12, 0.12, 0.12, 0.12, 0.12, 0.11, 0.07, 0.09, 0.08, 0.08, 0.08, 0.08, 0.09, 0.06, 0.07, 0.09, -0.19, 0.98, -0.68, -0.21, 0.05, 0.05, 0.06, 0.06, 0.05, 0.05, -0.23, 0.97, -0.63, -0.21, 0.04, 0.03, 0.07, 0.06, 0.07, 0.04, -0.22, 0.97, -0.69, -0.22, 0.05, 0.05, 0.05, 0.03, 0.06, 0.08, -0.16, -0.11, 0.11, -0.54, 0.09, 0.07, 0.14, 0.10, 0.14, 0.14]
}

{
  "formula": "C3H12N2O2",
  "method": "ωB97M-V/def2-TZVPD",
  "relative_energy_kj_mol": 46.8,
  "lumo_ev": [3.46, 3.40],
  "total_charge": -1,
  "multiplicity": 2,
  "s_squared": 0.75,
  "homo_ev": [1.0, -6.0],
  "elements": ["C", "C", "N", "C", "N", "H", "H", "H", "H", "H", "H", "H", "H", "H", "H", "O", "H", "H", "O"],
  "xyz": [[0.7304, -0.9118, -0.9467], [1.4346, -0.2140, 0.2098], [-0.8077, 0.2805, 1.8365], [-0.0890, 1.2536, 1.1961], [0.9265, 1.1527, 0.4256], [0.7393, -0.2182, -1.8002], [-0.3363, -1.0772, -0.7956], [1.2324, -1.8169, -1.2828], [2.5090, -0.1241, 0.0569], [1.3493, -0.8281, 1.1097], [-0.6492, -0.6870, 1.6429], [-1.3490, 0.5088, 2.6606], [-0.4767, 2.2481, 1.3963], [-3.6735, -2.5538, -1.0519], [-3.9942, -3.6749, -0.1420], [-3.3116, -3.4283, -0.7881], [1.7171, 2.5503, -1.1403], [1.8711, 4.1495, -1.5371], [2.1777, 3.3908, -1.0495]],
  "lowdin_charge": [-0.16, -0.33, 0.05, -0.40, -0.01, 0.06, 0.04, 0.06, 0.09, 0.08, 0.02, 0.03, 0.10, -0.06, -0.06, -0.40, -0.01, 0.01, -0.09]
}

{
  "formula": "C19H23BN13O2Pd",
  "method": "ωB97M-V/def2-TZVPD",
  "relative_energy_kj_mol": 133.5,
  "lumo_ev": [-12.42, -12.42],
  "total_charge": 3,
  "homo_ev": [-17.0, -17.0],
  "elements": ["Pd", "C", "C", "N", "N", "C", "B", "N", "C", "C", "C", "N", "N", "C", "C", "C", "N", "H", "H", "H", "H", "H", "H", "H", "H", "H", "H", "N", "C", "N", "C", "N", "N", "C", "N", "C", "C", "C", "C", "C", "N", "H", "H", "H", "H", "H", "H", "H", "H", "N", "C", "C", "O", "O", "H", "H", "H", "H", "H"],
  "xyz": [[0.4752, 1.3226, -0.2304], [0.5086, -1.6957, -3.0662], [0.0070, -0.5062, -2.5771], [0.6923, -0.1978, -1.4568], [1.5961, -1.1559, -1.2073], [1.4975, -2.0799, -2.1668], [2.4948, -1.0132, 0.0451], [3.2030, 0.3539, -0.0796], [4.5028, 0.6232, -0.2355], [4.6514, 1.9674, -0.5448], [3.3652, 2.4743, -0.5670], [2.4912, 1.4875, -0.2924], [1.5328, -0.8706, 1.2514], [1.3684, -1.5713, 2.3659], [0.3175, -1.0130, 3.1106], [-0.1328, 0.0614, 2.3873], [0.6681, 0.1585, 1.2991], [0.1994, -2.2079, -3.9603], [-0.7752, 0.1296, -2.9614], [2.1407, -2.9448, -2.1660], [3.2539, -1.9104, 0.1763], [5.2426, -0.1509, -0.1092], [5.5677, 2.5036, -0.7203], [3.0449, 3.4777, -0.7922], [2.0085, -2.4041, 2.5894], [-0.0351, -1.3357, 4.0749], [-0.9097, 0.7788, 2.5914], [-2.0982, -0.9804, -0.0453], [-2.4688, 0.2713, -0.2159], [-3.7680, 0.4932, -0.3358], [-4.2026, 1.7429, -0.4241], [-5.4804, 1.9874, -0.5959], [-3.3675, 2.8307, -0.3096], [-2.1204, 2.5639, -0.1890], [-1.5528, 1.3127, -0.1986], [-1.1974, 3.6805, 0.0814], [-1.6050, 4.9905, 0.1796], [-0.6683, 5.9511, 0.5479], [0.6341, 5.5636, 0.8273], [0.9782, 4.2315, 0.6948], [0.0818, 3.3143, 0.2981], [-2.8456, -1.6583, -0.0626], [-1.1547, -1.3345, 0.0889], [-6.1360, 1.2244, -0.6727], [-5.8158, 2.9369, -0.6451], [-2.6395, 5.2362, -0.0144], [-0.9607, 6.9897, 0.6320], [1.3783, 6.2797, 1.1464], [1.9733, 3.8697, 0.9028], [-0.6941, -6.6218, 0.5627], [-0.7237, -5.5559, -0.4887], [-0.3524, -4.2373, 0.2256], [-0.0854, -4.3844, 1.4396], [-0.3628, -3.2206, -0.4894], [-1.6035, -7.0472, 0.7334], [-0.3895, -6.0794, 1.4066], [-0.0266, -7.3665, 0.3667], [-1.7081, -5.4868, -0.9419], [0.0055, -5.7781, -1.2631]],
  "lowdin_charge": [1.41, 0.01, -0.07, -0.09, 0.00, 0.00, -0.45, -0.01, 0.01, 0.02, -0.09, -0.08, 0.03, 0.03, 0.03, -0.06, -0.06, 0.13, 0.13, 0.16, 0.14, 0.15, 0.13, 0.12, 0.16, 0.14, 0.13, 0.23, -0.41, 0.20, -0.38, 0.25, 0.22, -0.27, 0.04, -0.18, 0.06, 0.04, 0.02, -0.08, -0.01, 0.14, 0.07, 0.15, 0.14, 0.14, 0.14, 0.14, 0.11, 0.18, -0.04, -0.65, -0.01, -0.03, 0.17, 0.13, 0.17, 0.14, 0.13]
}